{
  "formula": "C5H10O",
  "method": "the ωB97M-V functional and the def2-TZVPD basis",
  "elements": ["C", "C", "C", "C", "C", "O", "H", "H", "H", "H", "H", "H", "H", "H", "H", "H"],
  "positions_angstrom": [[-1.208963, -0.819317, -1.387922], [-0.922661, -0.222185, -0.041851], [0.598730, 0.392955, -0.013101], [1.679367, -0.612036, 0.413644], [0.124582, 1.353729, 0.998291], [0.087139, 1.124937, 2.184046], [-1.235313, -0.014122, -2.129147], [-2.155460, -1.364716, -1.424543], [-0.381948, -1.491330, -1.614407], [-1.750072, 0.476116, 0.223002], [-0.958148, -0.936648, 0.792582], [0.935729, 0.916829, -0.931769], [1.274973, -1.260897, 1.189469], [2.584692, -0.145954, 0.833066], [2.018971, -1.228059, -0.430012], [-0.437100, 2.179874, 0.505413]],
  "forces_ev_per_angstrom": [[0.1, -0.2, -0.3], [0.4, -0.2, -0.2], [-0.6, -0.2, 0.2], [-0.2, -0.1, 0.1], [0.1, 0.3, 0.6], [0.3, 0.6, -0.1], [0.0, -0.3, -0.1], [0.1, 0.0, 0.0], [-0.2, -0.2, -0.4], [0.9, 0.0, -0.3], [0.2, 0.0, -0.3], [-0.8, -0.3, 0.3], [0.1, -0.1, 0.0], [-0.4, 0.2, -0.2], [-0.3, 0.1, 0.2], [0.3, 0.4, 0.5]],
  "lowdin_charge": [-0.11, -0.22, -0.30, -0.06, -0.34, 0.05, 0.08, 0.08, 0.07, 0.12, 0.12, 0.14, 0.08, 0.09, 0.08, 0.13],
  "de_lowest_kcal_mol": 24.7,
  "total_energy_ha": -271.71329,
  "smiles": "CC[C@H](C)C=O"
}